(1)
# C4H8O2

A structure of composition C4H8O2 (ωB97M-V with the def2-TZVPD basis set, OMol25).

Properties
Charge: 0
LUMO: 0.8 eV
Orbital gap: 10.60 eV
HOMO energy: -9.757 eV
Max |F|: 0.51 eV/Å
Energy relative to the best compared isomer or geometry (same formula, charge and spin): 55.57 kcal/mol

The geometry in XYZ format:
```
14
Properties=species:S:1:pos:R:3:forces:R:3
O 2.009107 1.136140 0.296643 0.275 0.021 -0.134
C 1.353929 -0.115537 0.183683 -0.342 -0.377 -0.037
C -0.130524 0.128061 0.302397 -0.035 0.037 0.073
C -1.058831 0.668088 -0.783883 0.005 0.284 -0.275
O -2.157424 0.024577 -0.099918 -0.313 -0.110 -0.181
C -1.205075 -0.956554 0.361697 -0.035 -0.333 0.165
H 2.946407 0.988128 0.123884 -0.131 0.153 0.063
H 1.658569 -0.783321 1.006034 -0.005 0.048 -0.173
H 1.606272 -0.606101 -0.770294 -0.112 0.057 0.161
H -0.359126 0.758568 1.168747 0.458 -0.026 0.021
H -1.160215 1.745662 -0.925280 -0.163 -0.110 0.138
H -0.944396 0.165771 -1.757103 0.286 0.182 0.060
H -1.441814 -1.430666 1.317984 -0.141 0.193 -0.086
H -1.116885 -1.722821 -0.424592 0.253 -0.020 0.204
```
Positions in Å, forces in eV/Å.

Listed below, in e, are the natural (NBO) charges computed for each atom: -0.72, -0.06, -0.28, -0.06, -0.53, -0.06, 0.47, 0.16, 0.16, 0.22, 0.19, 0.16, 0.19, 0.16

=====

(2)
# C27H21Cl3HgN8O3PS2

A structure of composition C27H21Cl3HgN8O3PS2 (ωB97M-V with the def2-TZVPD basis set, OMol25).

Properties
Charge: -2
LUMO (alpha / beta): 4.0 / 2.9 eV
Spin multiplicity: 2
Expectation value of S²: 0.760
Orbital gap (alpha / beta): 6.32 / 5.18 eV
HOMO energy (alpha / beta): -2.301 / -2.301 eV
Max |F|: 0.96 eV/Å
Energy relative to the best compared isomer or geometry (same formula, charge and spin): 31.45 kcal/mol

The geometry in XYZ format:
```
66
Properties=species:S:1:pos:R:3:forces:R:3
Hg 0.690518 0.358093 -0.300055 0.493 -0.587 -0.581
N -0.962622 -0.200007 4.012731 -0.094 -0.050 0.036
C -0.521976 0.504404 2.971596 0.005 0.096 0.220
N 0.228697 -0.260533 2.209266 -0.286 0.453 -0.202
C 0.184300 -1.458381 2.833379 0.200 -0.443 0.043
N -0.525065 -1.477178 3.943640 -0.077 0.150 0.004
C 0.897314 -2.629949 2.296097 0.018 0.058 0.006
C 0.550253 -3.936726 2.632591 0.007 0.068 -0.163
N 1.187282 -4.977807 2.112712 0.070 -0.035 -0.078
C 2.155466 -4.701874 1.237191 -0.026 -0.033 0.105
C 2.499381 -3.401202 0.902621 -0.059 0.046 0.073
N 1.880478 -2.363840 1.446322 0.045 -0.084 0.084
H -1.549555 0.132832 4.762176 0.089 0.016 -0.052
H -0.771782 1.543360 2.845355 -0.030 0.066 0.034
H -0.267805 -4.130046 3.313961 -0.004 -0.003 0.063
H 2.675238 -5.543800 0.795235 -0.009 -0.016 -0.018
H 3.281208 -3.182520 0.183227 0.009 0.008 -0.003
S 0.021304 -2.118779 -1.270770 -0.054 0.100 -0.017
C 1.132741 -1.841942 -2.578963 0.035 0.092 -0.017
C 2.017546 -2.864908 -2.947334 -0.107 -0.047 0.067
C 2.931911 -2.734324 -3.979821 0.147 -0.198 -0.055
C 3.794794 -3.837618 -4.310420 -0.172 0.234 0.069
N 4.477633 -4.728994 -4.562491 0.057 -0.086 -0.025
C 3.004204 -1.518828 -4.676457 0.172 0.045 -0.176
C 2.163291 -0.480744 -4.305159 -0.114 0.107 -0.024
C 1.211533 -0.600459 -3.287446 0.062 -0.022 0.137
S 0.211313 0.778552 -2.904058 -0.086 0.004 0.088
C 3.936876 -1.331627 -5.754988 -0.175 -0.069 0.223
N 4.676538 -1.178101 -6.623337 0.066 0.031 -0.082
H 1.970073 -3.799007 -2.402789 0.001 -0.005 0.007
H 2.238692 0.465753 -4.823969 -0.001 -0.001 0.005
C -3.435827 2.277359 0.860085 0.028 0.049 -0.031
O -3.752158 1.020089 0.260548 -0.170 -0.083 0.004
P -2.539651 -0.079143 0.088871 0.102 0.110 0.035
O -3.324275 -1.058920 -0.929307 -0.108 -0.130 0.208
C -3.189500 -0.832103 -2.329430 0.160 0.101 -0.112
O -2.695026 -0.982333 1.430003 0.045 0.132 0.001
C -3.922290 -1.606131 1.781182 -0.003 -0.051 -0.015
H -4.359769 2.853032 0.889214 0.010 0.003 0.001
H -2.696056 2.815531 0.263851 0.004 -0.022 0.031
H -3.063887 2.173278 1.880926 0.024 -0.018 0.043
H -3.447973 -1.764016 -2.827597 0.001 -0.017 -0.023
H -2.159274 -0.560179 -2.581520 -0.131 -0.021 -0.019
H -3.878262 -0.043395 -2.640732 -0.009 0.022 -0.048
H -3.881716 -1.808724 2.850726 -0.011 -0.016 0.007
H -4.031275 -2.542267 1.232872 -0.036 -0.007 0.001
H -4.770565 -0.956103 1.561768 -0.011 0.006 0.006
Cl -0.588950 6.002468 2.279040 -0.067 0.000 0.031
C 0.199404 4.516660 2.520507 0.137 -0.199 -0.292
Cl 1.584967 4.484422 3.504964 -0.072 -0.026 0.044
Cl -1.714104 3.475295 4.470385 0.039 -0.196 -0.154
C 0.078185 3.528160 1.525161 -0.015 0.233 0.110
N -0.018329 2.722776 0.701231 -0.025 0.143 0.222
C 2.850079 0.314583 -0.267621 -0.178 0.002 0.295
C 3.992118 -0.093688 -0.319919 0.185 0.147 -0.066
C 5.344147 -0.556113 -0.415928 -0.061 -0.043 -0.031
C 6.206392 -0.525974 0.685268 -0.019 0.024 0.018
C 7.506757 -0.994068 0.580519 0.005 -0.012 -0.012
C 7.975320 -1.508356 -0.622114 -0.027 0.028 0.012
C 7.128044 -1.544591 -1.722548 -0.008 -0.002 0.002
C 5.828961 -1.073254 -1.622594 0.005 -0.035 -0.034
H 5.833330 -0.130749 1.621263 0.012 -0.006 0.009
H 8.158609 -0.961845 1.445673 0.001 0.000 0.011
H 8.989751 -1.879213 -0.700427 0.013 -0.004 -0.001
H 7.476210 -1.947361 -2.665530 -0.001 -0.006 -0.011
H 5.163445 -1.105291 -2.476120 -0.005 0.000 -0.012
```
Positions in Å, forces in eV/Å.

Listed below, in e, are the natural (NBO) charges computed for each atom: 1.37, -0.34, 0.21, -0.53, 0.29, -0.29, 0.12, 0.01, -0.40, -0.02, 0.02, -0.33, 0.43, 0.25, 0.20, 0.19, 0.21, -0.44, -0.19, -0.13, -0.21, 0.32, -0.38, -0.19, -0.18, -0.17, -0.44, 0.31, -0.38, 0.21, 0.22, -0.27, -0.85, 1.66, -0.84, -0.27, -0.84, -0.25, 0.18, 0.19, 0.20, 0.18, 0.24, 0.16, 0.18, 0.18, 0.18, 0.09, -0.15, 0.10, -0.88, 0.23, -0.36, -0.46, -0.27, 0.00, -0.22, -0.22, -0.25, -0.20, -0.22, 0.22, 0.20, 0.20, 0.21, 0.23

=====

(3)
# C5H4N4

An isolated molecule of C5H4N4 in a non-equilibrium geometry (ωB97M-V with the def2-TZVPD basis set, OMol25).

Properties
Charge: 0
LUMO (alpha / beta): -1.1 / -1.1 eV
Orbital gap (alpha / beta): 7.27 / 7.27 eV
HOMO energy (alpha / beta): -8.384 / -8.384 eV
Max |F|: 4.58 eV/Å
Energy relative to the best compared isomer or geometry (same formula, charge and spin): 148.43 kcal/mol

The geometry in XYZ format:
```
13
Properties=species:S:1:pos:R:3:forces:R:3
C -0.599458 -1.622566 -2.434397 -0.213 -0.825 -0.921
C 0.315813 0.285281 -1.624076 -0.028 0.927 -1.039
C -0.197446 -0.620910 -0.624841 1.193 0.590 0.208
C 0.294260 0.966228 2.415145 0.175 -1.043 -1.504
C 0.409521 1.725868 3.439090 3.304 2.346 -2.139
N -0.655829 -1.788614 -1.175983 -1.678 -2.023 0.033
N -0.227624 -0.506747 0.672503 -1.309 -1.811 -1.409
N 0.352308 0.276131 1.426302 0.407 1.133 1.200
N -0.108008 -0.369013 -2.747939 1.554 1.072 -0.045
H -0.838030 -2.319716 -3.271117 0.056 0.384 1.152
H -0.160665 1.609444 4.242617 -2.005 -0.610 3.460
H 1.198047 2.509070 3.379744 -1.027 -0.300 0.143
H 0.217112 -0.144455 -3.697049 -0.429 0.162 0.863
```
Positions in Å, forces in eV/Å.

Listed below, in e, are the natural (NBO) charges computed for each atom: 0.22, 0.00, 0.10, 0.40, -0.56, -0.44, -0.05, -0.15, -0.60, 0.20, 0.23, 0.25, 0.41